w.
Molecular formula: C2H13NO4
Method: DFT, wB97M-V/def2-TZVPD

Values from the calculation:
Frontier orbital gap, hartree: 0.3847
HOMO level, eV: -9.96

Geometry as XYZ:
```
20
C2H13NO4 wB97M-V/def2-TZVPD
O 2.66492 0.86010 -0.37452
O -2.23242 -1.28856 -0.45786
O -0.07239 -0.78513 1.99825
O 2.62604 -1.93149 0.61140
N -0.45357 1.49275 0.06867
C -0.73247 0.54321 -1.03404
C -2.09553 -0.04455 -1.08641
H -2.21723 -0.24047 -2.14305
H 1.79388 -1.68808 1.09938
H 1.93132 0.80283 -0.97279
H -1.90149 -1.19492 0.46801
H 0.24680 -0.33460 2.69752
H 0.29066 2.12827 -0.14868
H -0.95658 1.18099 -1.92328
H 3.07421 -2.59509 1.14837
H 0.06012 -0.14265 -1.33191
H -0.53152 0.12005 1.64659
H 2.53410 0.20036 0.31726
H -1.18365 2.20825 0.13544
H -2.84520 0.70876 -0.71836
```

Let us look at the Mulliken charges, expressed in e, one per atom:
1 O -0.62
2 O -0.49
3 O -0.63
4 O -0.65
5 N -0.56
6 C -0.49
7 C -0.46
8 H 0.31
9 H 0.36
10 H 0.30
11 H 0.31
12 H 0.26
13 H 0.27
14 H 0.34
15 H 0.30
16 H 0.30
17 H 0.34
18 H 0.34
19 H 0.22
20 H 0.26



x.
Molecular formula: C2H13NO4
Method: DFT, wB97M-V/def2-TZVPD

Values from the calculation:
Frontier orbital gap, hartree: 0.1365
HOMO level, eV: -8.91

Geometry as XYZ:
```
20
C2H13NO4 wB97M-V/def2-TZVPD
O -2.80763 1.14615 1.17116
O -2.91487 -0.49999 -0.53243
O 0.25831 0.29311 -1.27052
O -0.15602 0.33664 1.40020
N 2.70978 0.38285 -0.61282
C 2.82355 0.40403 0.83735
C -0.29488 -0.95035 -1.36769
H 0.47722 -1.73065 -1.11711
H 3.07160 -0.36247 -1.19621
H -0.34941 0.47781 0.45345
H 1.96528 0.94722 1.22876
H 2.79573 -0.62344 1.24199
H -0.44949 -1.18173 -2.42251
H 1.69397 0.51275 -0.88613
H -3.57951 1.31230 1.72300
H -3.73510 -0.72809 -0.98890
H -1.20406 -1.12347 -0.76432
H 3.78452 0.82533 1.17242
H -3.02836 0.31821 0.21177
H -1.06061 0.24376 1.71856
```

Let us look at the Mulliken charges, expressed in e, one per atom:
1 O -0.75
2 O -0.64
3 O -0.48
4 O -0.65
5 N -0.42
6 C -0.56
7 C -0.38
8 H 0.23
9 H 0.26
10 H 0.35
11 H 0.25
12 H 0.25
13 H 0.33
14 H 0.35
15 H 0.24
16 H 0.25
17 H 0.35
18 H 0.28
19 H 0.37
20 H 0.36



So which one is most stable? That would be w, about 7.030 eV below the next structure.



w.
Molecular formula: C3H4O3
Method: DFT, wB97M-V/def2-TZVPD

Values from the calculation:
Frontier orbital gap, hartree: 0.3497
HOMO level, eV: -9.09

Geometry as XYZ:
```
10
C3H4O3 wB97M-V/def2-TZVPD
O -0.93901 0.53988 1.10804
O 0.87044 -1.20729 -1.62233
O 1.32251 -0.05358 0.47252
C 0.58115 -0.19638 -0.75325
C -0.01757 -0.39845 0.55212
C -0.90774 1.74398 0.59427
H 0.61616 -2.05728 -1.24104
H -0.23511 -1.37617 0.98088
H -1.72130 2.25088 1.16218
H 0.43047 0.75439 -1.25337
```

Let us look at the Mulliken charges, expressed in e, one per atom:
1 O -0.23
2 O -0.48
3 O -0.39
4 C 0.02
5 C 0.12
6 C -0.34
7 H 0.31
8 H 0.38
9 H 0.18
10 H 0.44



x.
Molecular formula: C3H4O3
Method: DFT, wB97M-V/def2-TZVPD

Values from the calculation:
Frontier orbital gap (alpha / beta), hartree: 0.2846 / 0.2846
HOMO level (alpha / beta), eV: -8.17 / -8.17

Geometry as XYZ:
```
10
C3H4O3 wB97M-V/def2-TZVPD
O -1.40709 -1.69148 0.11815
O -2.17936 0.51465 0.12242
O 0.21952 -1.78375 -0.11434
C 1.37033 0.45415 0.06631
C -1.16721 -0.35576 0.04159
C 0.17785 -0.40404 -0.06920
H -2.05293 1.23886 -0.50317
H 2.01246 0.40787 -0.81580
H 1.06504 1.48855 0.22615
H 1.96140 0.13096 0.92790
```

Let us look at the Mulliken charges, expressed in e, one per atom:
1 O -0.22
2 O -0.53
3 O -0.25
4 C -1.02
5 C 0.59
6 C 0.25
7 H 0.33
8 H 0.30
9 H 0.26
10 H 0.29



y.
Molecular formula: C3H4O3
Method: DFT, wB97M-V/def2-TZVPD

Values from the calculation:
Frontier orbital gap, hartree: 0.3907
HOMO level, eV: -10.22

Geometry as XYZ:
```
10
C3H4O3 wB97M-V/def2-TZVPD
O 0.95954 0.34320 -1.23091
O 1.48832 -1.44140 0.72438
O -1.67845 0.97100 1.02223
C 0.36509 -0.99825 0.69989
C -0.09756 -0.10731 -0.44095
C -0.92431 1.06192 0.08502
H -0.37176 -1.19029 1.49828
H -0.78465 -0.71954 -1.05224
H -0.78338 2.00091 -0.48672
H 1.77790 0.12194 -0.75882
```

Let us look at the Mulliken charges, expressed in e, one per atom:
1 O -0.51
2 O -0.49
3 O -0.47
4 C 0.01
5 C 0.20
6 C -0.03
7 H 0.37
8 H 0.25
9 H 0.34
10 H 0.33



z.
Molecular formula: C3H4O3
Method: DFT, wB97M-V/def2-TZVPD

Values from the calculation:
Frontier orbital gap, hartree: 0.3479
HOMO level, eV: -10.26

Geometry as XYZ:
```
10
C3H4O3 wB97M-V/def2-TZVPD
O -2.12176 -0.77864 0.10961
O 0.36321 1.48376 0.13374
O 2.19944 -0.43242 -0.18609
C 0.81611 -0.82016 0.10600
C -1.59521 0.27275 -0.20880
C -0.03939 0.34123 -0.09872
H 2.22434 0.55965 0.48755
H 0.70898 -1.17410 1.17329
H -2.08288 1.31810 -0.29599
H 0.53339 -1.64823 -0.61384
```

Let us look at the Mulliken charges, expressed in e, one per atom:
1 O -0.43
2 O -0.56
3 O -0.55
4 C -0.34
5 C -0.02
6 C 0.69
7 H 0.38
8 H 0.23
9 H 0.31
10 H 0.30



So which one is most stable? That would be y, about 1.308 eV below the next structure.



w.
Molecular formula: C3H4O3
Method: DFT, wB97M-V/def2-TZVPD

Values from the calculation:
Frontier orbital gap (alpha / beta), hartree: 0.2903 / 0.2949
HOMO level (alpha / beta), eV: -8.50 / -8.16

Geometry as XYZ:
```
10
C3H4O3 wB97M-V/def2-TZVPD
O 2.96458 -0.59031 -0.06851
O -0.39780 0.70660 -0.03716
O 1.78090 1.65357 0.01480
C -1.60677 0.07311 0.02007
C 1.73725 -0.66288 0.06480
C 0.98726 0.55504 0.00172
H -2.24440 0.71424 -0.52788
H 2.65917 1.42483 0.29577
H 1.05719 -1.49113 0.09810
H -1.57967 -0.97600 0.37091
```

Let us look at the Mulliken charges, expressed in e, one per atom:
1 O -0.60
2 O -0.29
3 O -0.48
4 C -0.36
5 C 0.11
6 C 0.42
7 H 0.30
8 H 0.37
9 H 0.27
10 H 0.26



x.
Molecular formula: C3H4O3
Method: DFT, wB97M-V/def2-TZVPD

Values from the calculation:
Frontier orbital gap, hartree: 0.3950
HOMO level, eV: -10.25

Geometry as XYZ:
```
10
C3H4O3 wB97M-V/def2-TZVPD
O 0.73914 0.66065 1.36301
O -1.22909 -0.24513 0.77255
O -0.24556 -0.71582 -1.63042
C 0.66165 -0.46658 0.71526
C 0.37569 0.06136 -0.68082
C -0.55223 0.78730 0.30410
H 1.22386 0.59532 -1.11289
H 1.02546 -1.41592 1.11903
H -0.96104 1.80351 0.28977
H -1.04545 -1.05079 -1.18712
```

Let us look at the Mulliken charges, expressed in e, one per atom:
1 O -0.42
2 O -0.63
3 O -0.54
4 C 0.07
5 C 0.01
6 C -0.03
7 H 0.39
8 H 0.39
9 H 0.43
10 H 0.33



y.
Molecular formula: C3H4O3
Method: DFT, wB97M-V/def2-TZVPD

Values from the calculation:
Frontier orbital gap, hartree: 0.4167
HOMO level, eV: -10.57

Geometry as XYZ:
```
10
C3H4O3 wB97M-V/def2-TZVPD
O 0.26965 -1.26056 -0.18948
O 2.29728 -0.28889 -0.02698
O -1.03807 0.61262 -0.17474
C -1.09176 -0.76152 0.04977
C 0.36768 1.07985 -0.06534
C 1.10814 -0.21652 -0.10406
H -1.42758 -1.01958 1.04664
H -1.65103 -1.32710 -0.72529
H 0.52094 1.39521 1.01290
H 0.64475 1.78650 -0.82343
```

Let us look at the Mulliken charges, expressed in e, one per atom:
1 O -0.33
2 O -0.55
3 O -0.36
4 C -0.09
5 C -0.06
6 C 0.45
7 H 0.26
8 H 0.19
9 H 0.20
10 H 0.28



So which one is most stable? That would be y, about 3.306 eV below the next structure.



w.
Molecular formula: C3H4O3
Method: DFT, wB97M-V/def2-TZVPD

Values from the calculation:
Frontier orbital gap, hartree: 0.3209
HOMO level, eV: -7.82

Geometry as XYZ:
```
10
C3H4O3 wB97M-V/def2-TZVPD
O 2.24436 0.47963 0.20935
O 0.98651 1.07788 0.41980
O 2.02036 -0.87097 -0.11303
C 0.67168 -1.03357 -0.13671
C 0.04678 0.12389 0.11013
C -1.35741 0.49781 0.02575
H -1.70501 1.32919 0.68965
H 0.35817 -2.02530 -0.29342
H -1.91708 -0.37260 0.06548
H -1.34837 0.79405 -0.97699
```

Let us look at the Mulliken charges, expressed in e, one per atom:
1 O -0.05
2 O -0.20
3 O -0.22
4 C -0.15
5 C 0.42
6 C -1.16
7 H 0.31
8 H 0.39
9 H 0.35
10 H 0.30



x.
Molecular formula: C3H4O3
Method: DFT, wB97M-V/def2-TZVPD

Values from the calculation:
Frontier orbital gap, hartree: 0.3627
HOMO level, eV: -9.01

Geometry as XYZ:
```
10
C3H4O3 wB97M-V/def2-TZVPD
O 0.29975 1.37860 1.10635
O -0.41305 -1.05981 -0.61507
O 1.29357 -1.03309 0.90495
C 0.44117 -1.58726 0.24424
C -0.33348 1.34464 -0.06732
C -0.60650 0.30964 -0.86818
H -0.68602 2.32711 -0.36937
H -1.09296 0.44386 -1.82590
H 0.82228 0.54276 1.19631
H 0.27526 -2.66645 0.29399
```

Let us look at the Mulliken charges, expressed in e, one per atom:
1 O -0.55
2 O -0.30
3 O -0.59
4 C 0.25
5 C 0.00
6 C -0.25
7 H 0.31
8 H 0.34
9 H 0.44
10 H 0.36



y.
Molecular formula: C3H4O3
Method: DFT, wB97M-V/def2-TZVPD

Values from the calculation:
Frontier orbital gap (alpha / beta), hartree: 0.2698 / 0.2739
HOMO level (alpha / beta), eV: -8.06 / -8.04

Geometry as XYZ:
```
10
C3H4O3 wB97M-V/def2-TZVPD
O -2.44703 0.06063 -0.27505
O 0.56676 1.56339 0.12880
O 2.77701 -0.39030 0.02059
C 1.57713 -0.61243 0.07956
C -1.43250 -0.64425 0.05201
C 0.56072 0.34551 -0.26774
H 1.22238 1.78990 0.88730
H -1.40442 -1.59963 -0.57168
H -2.33670 0.98979 -0.16511
H 0.91665 -1.50261 0.11132
```

Let us look at the Mulliken charges, expressed in e, one per atom:
1 O -0.33
2 O -0.32
3 O -0.53
4 C 0.14
5 C -0.12
6 C 0.06
7 H 0.32
8 H 0.18
9 H 0.38
10 H 0.22



So which one is most stable? That would be x, about 5.574 eV below the next structure.



w.
Molecular formula: C3H3NO2S
Method: DFT, wB97M-V/def2-TZVPD

Values from the calculation:
Frontier orbital gap, hartree: 0.3383
HOMO level, eV: -9.48

Geometry as XYZ:
```
10
C3H3NO2S wB97M-V/def2-TZVPD
S -2.87462 -0.08517 -0.07278
O -0.73200 1.36087 -0.00580
O 2.25911 -0.44155 -0.17933
N 0.66783 1.24746 0.13246
C -0.10635 -0.86970 0.10866
C 1.12791 -0.06206 0.05356
C -1.27667 0.06500 0.04513
H -0.19848 -1.71158 -0.63594
H 1.12482 1.88738 -0.50390
H 0.00847 -1.39065 1.05793
```

Let us look at the Mulliken charges, expressed in e, one per atom:
1 S -0.28
2 O -0.23
3 O -0.58
4 N -0.09
5 C -0.22
6 C 0.35
7 C 0.25
8 H 0.30
9 H 0.28
10 H 0.22



x.
Molecular formula: C3H3NO2S
Method: DFT, wB97M-V/def2-TZVPD

Values from the calculation:
Frontier orbital gap (alpha / beta), hartree: 0.2444 / 0.3068
HOMO level (alpha / beta), eV: -7.72 / -8.39

Geometry as XYZ:
```
10
C3H3NO2S wB97M-V/def2-TZVPD
S 1.68389 0.80816 -0.28407
O 2.12062 -1.69641 -0.11664
O 0.56945 1.55581 0.61828
N 1.32901 -0.80075 -0.02238
C -0.34262 -1.06549 0.26548
C -1.11508 0.05547 -0.09996
C -0.72460 1.34709 0.15240
H -2.01108 -0.26113 -0.44119
H -0.34724 -2.12502 0.04422
H -1.16234 2.18226 -0.11613
```

Let us look at the Mulliken charges, expressed in e, one per atom:
1 S 0.15
2 O -0.56
3 O -0.33
4 N 0.46
5 C -0.36
6 C -0.29
7 C -0.39
8 H 0.42
9 H 0.37
10 H 0.54



So which one is most stable? That would be w, about 4.615 eV below the next structure.